# 1
Here is a structure of composition C25H50IrNO3PSSi in a non-equilibrium geometry from the OMol25 dataset. Energies are from the ωB97M-V functional and the def2-TZVPD basis.

The geometry in XYZ format:
```
83
Properties=species:S:1:pos:R:3:forces:R:3:mulliken_charge:R:1
C 0.68082 2.93517 -5.03839 -1.742 -0.138 -0.397 -0.83
C -0.59948 2.47397 -4.71279 1.451 2.707 -2.291 -0.47
C -0.81888 1.55347 -3.66759 -1.909 -1.596 1.523 0.26
C 0.28972 1.08907 -2.90619 1.813 -1.540 0.647 0.26
C 1.59612 1.50997 -3.29779 -0.529 -2.025 2.022 1.07
C 1.78432 2.43027 -4.34349 1.224 1.378 -1.284 -0.81
C -2.22988 1.03467 -3.46049 1.147 -0.175 -0.334 -1.23
C -2.25788 -0.47183 -3.14849 -2.761 0.172 -1.426 0.38
N -2.48768 -1.30063 -4.32979 1.104 0.173 1.342 -0.04
Ir 0.19942 -0.28343 -1.37779 -0.649 2.932 0.230 1.30
C 2.79412 0.84297 -2.64459 -0.443 0.148 -0.241 -1.23
P 2.23352 -0.90963 -2.37199 1.534 -0.144 -0.342 0.37
H -1.46388 2.82537 -5.28919 0.399 0.055 0.305 0.44
H 2.80042 2.73637 -4.61949 -0.481 -0.125 0.132 0.51
H 0.81922 3.65647 -5.85099 -0.096 -0.357 0.352 0.42
H 3.01272 1.25937 -1.64269 -0.017 -0.007 -0.437 0.26
H 3.70812 0.91877 -3.26129 -0.383 -0.042 0.195 0.65
H -2.71668 1.55237 -2.62089 0.127 0.174 -0.116 0.43
H -2.81958 1.25237 -4.36799 0.080 -0.248 0.474 0.37
H -1.32638 -0.76423 -2.59999 0.781 -0.561 0.436 -0.38
C 3.59962 -1.75113 -1.46099 -0.260 0.082 0.168 -0.98
C 2.29452 -1.65443 -4.05759 -0.495 0.099 0.148 -1.22
H -3.10578 -0.64973 -2.45699 0.620 -0.111 -0.248 0.51
C -1.32228 -1.42013 -5.19379 0.139 0.078 -0.430 -0.67
C -3.03528 -2.60073 -3.97509 -0.420 -0.632 0.126 -0.95
H 0.38492 -1.22183 0.15571 0.082 -0.736 -0.416 -0.17
H -1.58528 -2.00853 -6.09029 0.121 0.295 0.416 0.47
H -0.99138 -0.42343 -5.52899 -0.102 -0.279 0.075 0.19
H -0.45458 -1.92183 -4.69579 -0.569 0.181 -0.081 0.07
H -3.28078 -3.16553 -4.89209 0.116 0.305 0.427 0.34
H -2.33668 -3.22773 -3.36589 -0.236 0.403 -0.338 0.30
H -3.96308 -2.46293 -3.39269 0.397 -0.090 -0.308 0.35
H 3.31182 -1.61323 -4.48529 -0.375 0.032 0.385 0.46
H 1.95592 -2.70293 -4.00869 0.167 0.395 -0.034 0.40
H 1.59902 -1.08793 -4.69849 0.318 -0.259 0.168 0.31
H 4.55652 -1.66733 -2.00589 -0.465 0.005 0.107 0.46
H 3.70442 -1.28743 -0.46589 0.024 -0.243 -0.469 0.12
H 3.35272 -2.81803 -1.32679 0.088 0.404 -0.079 0.38
H -0.10528 -1.70973 -0.31629 -0.094 -0.516 0.043 0.31
C -1.79568 -3.36213 2.44071 -0.088 -0.597 -0.001 -1.58
C -1.97118 -1.88693 2.83651 -5.938 -3.627 1.675 1.72
C -3.18158 -1.30083 2.08341 -0.528 0.167 0.031 -1.14
C -2.19078 -1.80663 4.35711 -0.383 -0.167 0.540 -1.37
O -0.92708 -1.23533 2.52081 6.795 3.899 -2.802 0.35
Si -0.24538 0.18867 2.24081 0.580 0.230 2.564 -0.38
S -1.13668 0.93597 0.28511 1.033 -0.880 -0.074 -0.43
O -0.61978 1.14657 3.47851 2.441 -6.613 -3.928 -0.16
C -1.03218 2.23647 3.98451 -2.238 6.078 2.805 1.74
C -1.33498 3.24857 2.87311 -0.228 0.700 -0.113 -1.57
C -2.30288 1.95887 4.79921 -0.615 0.270 0.402 -1.62
C 0.04452 2.80527 4.92311 0.146 0.653 0.543 -1.49
O 1.35162 -0.06443 2.34121 -7.984 -1.376 -0.374 -0.54
C 2.60732 0.15707 2.28361 6.348 1.009 0.055 1.58
C 2.89152 0.95757 1.02081 0.643 0.672 -0.233 -0.85
C 3.10732 0.94507 3.50831 0.441 0.243 0.351 -1.46
C 3.35372 -1.19153 2.26111 0.537 -0.394 0.085 -1.75
H -2.70618 -3.94433 2.70141 0.616 0.336 -0.212 0.44
H -0.93228 -3.81083 2.97931 -0.518 0.314 -0.321 0.34
H -1.61498 -3.46003 1.34881 -0.121 0.063 0.525 0.27
H -4.11108 -1.83813 2.34141 0.367 0.334 -0.216 0.54
H -3.30878 -0.22403 2.34161 0.033 -0.608 -0.054 0.09
H -3.01508 -1.37303 0.98601 -0.062 -0.068 0.486 0.17
H -1.32698 -2.24613 4.89971 -0.488 0.209 -0.379 0.34
H -2.29588 -0.75843 4.67551 0.021 -0.364 -0.133 0.10
H -3.11248 -2.35103 4.65281 0.599 0.297 -0.152 0.48
H -2.12498 2.85607 2.19901 0.309 0.226 0.366 0.28
H -1.68838 4.21067 3.30191 0.236 -0.569 -0.397 0.48
H -0.41828 3.44417 2.26971 -0.463 -0.077 0.352 0.29
H -2.08328 1.26767 5.63931 -0.100 0.370 -0.496 0.36
H -2.70678 2.89897 5.23121 0.192 -0.601 -0.265 0.49
H -3.08598 1.50207 4.15371 0.429 0.276 0.376 0.27
H 0.30622 2.07457 5.71811 -0.180 0.389 -0.510 0.34
H 0.96262 3.06647 4.36371 -0.420 -0.160 0.213 0.27
H -0.31768 3.73977 5.41291 0.261 -0.704 -0.307 0.47
H 2.39292 1.95007 1.06631 0.287 -0.480 0.035 0.39
H 3.98142 1.10777 0.86411 -0.691 -0.063 -0.069 0.64
H 2.44772 0.40087 0.18361 0.115 0.039 -0.075 -0.67
H 2.90482 0.38877 4.44901 0.052 0.348 -0.609 0.38
H 4.20492 1.11397 3.43721 -0.705 -0.154 0.061 0.44
H 2.62552 1.93577 3.55961 0.126 -0.410 0.016 0.15
H 3.20922 -1.73773 3.21791 0.043 0.421 -0.539 0.40
H 2.97052 -1.85353 1.46161 0.121 0.315 0.257 0.34
H 4.44782 -1.03933 2.11991 -0.724 -0.145 0.075 0.42
```
Positions in Å, forces in eV/Å.

Values from the calculation:
**HOMO (spin up / spin down)**: -10.69 / -14.35 eV
**2S+1**: 6
**⟨S²⟩**: 8.7924
**Charge**: +2
**HOMO-LUMO gap (spin up / spin down)**: 4.1 / 4.7 eV
**E**: -2395.7055 hartree
**Largest force on an atom**: 8.32 eV/Å
**LUMO level (spin up / spin down)**: -6.609 / -9.644 eV
**Energy above the lowest of the compared OMol25 structures with the same formula, charge and spin**: 31.6 kcal per mole

---

# 2
Here is a cluster of 2 separate species, CH4O2P in total in a non-equilibrium geometry from the OMol25 dataset. Energies are from the ωB97M-V functional and the def2-TZVPD basis.

The geometry in XYZ format:
```
8
Properties=species:S:1:pos:R:3:forces:R:3:nbo_charge:R:1
C -0.00471 -0.96914 -0.40640 -0.035 -0.478 -2.633 -0.94
O -1.35669 1.22392 -0.78643 -3.076 1.483 0.014 -1.08
O 1.17318 1.30437 1.39857 0.058 0.051 -0.036 -0.90
P 0.06448 0.85332 -0.95181 2.452 -1.950 0.618 0.92
H -0.69150 -1.58464 -1.07215 0.849 0.732 0.447 0.19
H -0.45099 -0.99332 0.53890 -0.451 0.223 1.675 0.21
H 0.98126 -1.41892 -0.38244 0.208 -0.094 0.054 0.20
H 0.28496 1.58441 1.66175 -0.006 0.034 -0.138 0.41
```
Positions in Å, forces in eV/Å.

Values from the calculation:
**HOMO (spin up / spin down)**: -0.85 / -3.28 eV
**2S+1**: 3
**⟨S²⟩**: 2.0129
**Charge**: -1
**HOMO-LUMO gap (spin up / spin down)**: 5.6 / 5.9 eV
**E**: -532.2486 hartree
**Largest force on an atom**: 3.42 eV/Å
**LUMO level (spin up / spin down)**: 4.718 / 2.597 eV
**Energy above the lowest of the compared OMol25 structures with the same formula, charge and spin**: 21.3 kcal per mole

---

# 3
Here is an isolated molecule of C3H6N2O from the OMol25 dataset. Energies are from the ωB97M-V functional and the def2-TZVPD basis.

The geometry in XYZ format:
```
12
Properties=species:S:1:pos:R:3:forces:R:3:nbo_charge:R:1
N 0.87185 -0.27893 0.61183 -0.220 0.057 0.198 -0.73
C 0.79371 -0.59633 -1.16948 -0.051 -0.109 -0.737 0.79
O 1.68885 -1.31931 -1.49933 -0.287 0.352 0.008 -0.61
N -0.24623 0.04802 -1.51074 0.403 0.030 -0.240 -0.61
C -0.61201 -0.11706 0.80531 0.489 -0.039 0.086 -0.23
C -0.89673 0.75646 -0.43342 -0.001 0.059 0.177 -0.23
H 1.36467 0.61057 0.71064 -0.320 -0.167 0.110 0.39
H 1.48663 -1.00749 0.97627 -0.902 -0.087 0.236 0.42
H -1.18076 -1.04924 0.65378 0.774 0.058 0.208 0.22
H -0.84079 0.28023 1.79594 -0.069 0.250 -0.212 0.20
H -1.95452 0.91010 -0.67959 0.190 -0.272 0.348 0.22
H -0.47466 1.76296 -0.26123 -0.004 -0.131 -0.182 0.17
```
Positions in Å, forces in eV/Å.

Values from the calculation:
**HOMO**: -8.95 eV
**SMILES**: [O-]C1=NCC[NH2+]1
**HOMO-LUMO gap**: 9.6 eV
**E**: -302.6325 hartree
**Largest force on an atom**: 0.94 eV/Å
**LUMO level**: 0.612 eV
**Energy above the lowest of the compared OMol25 structures with the same formula, charge and spin**: 38.0 kcal per mole